Version A
The following is a DFT calculation (wB97M-V/def2-TZVPD) of a 2-piece molecular cluster, C5H12N2 overall.

Charge: 0
Molar mass: 100.16 u
Orbital gap: 9.482 eV

Last column: natural (NBO) charge in e.
CARTESIAN COORDINATES (ANGSTROEM)
N -2.499 0.438 -0.829  -0.28
N -0.300 -1.162 0.975  -0.83
C 0.237 -0.936 -0.309  -0.01
C -2.820 0.312 0.278  0.02
C 0.184 0.789 -0.821  -0.43
C 0.419 1.654 0.398  -0.63
C 1.663 -1.435 -0.408  -0.62
H 2.087 -1.197 -1.384  0.21
H 0.508 2.705 0.121  0.21
H -1.252 -0.762 1.062  0.35
H -0.566 1.218 -1.477  0.22
H -3.478 0.337 1.120  0.25
H 1.046 0.785 -1.486  0.18
H 2.295 -0.971 0.349  0.20
H -0.412 -1.409 -1.048  0.19
H 0.286 -0.770 1.704  0.35
H 1.329 1.361 0.923  0.20
H -0.411 1.557 1.106  0.19
H 1.685 -2.516 -0.273  0.22

=====

Version B
The following is a DFT calculation (wB97M-V/def2-TZVPD) of an isolated molecule of C5H12N2.

Charge: 0
Molar mass: 100.16 u
Orbital gap: 9.969 eV

Last column: natural (NBO) charge in e.
CARTESIAN COORDINATES (ANGSTROEM)
N 1.729 0.465 0.633  -0.26
N 1.177 1.496 -0.184  -0.46
C 2.871 -0.277 0.096  -0.43
C -1.257 -1.348 0.882  -0.60
C -2.043 0.825 -0.117  -0.61
C -0.922 0.113 0.601  -0.24
C 0.429 0.285 -0.128  0.07
H -2.958 0.599 0.440  0.21
H 0.644 -0.438 -0.916  0.17
H -1.545 -1.705 -0.131  0.19
H 1.617 1.592 -1.158  0.33
H -0.776 0.517 1.563  0.21
H -2.357 0.331 -1.088  0.20
H 2.875 -0.399 -1.098  0.15
H -0.338 -1.781 1.209  0.21
H -2.052 -1.696 1.488  0.22
H 2.902 -1.251 0.486  0.21
H 3.689 0.349 0.450  0.21
H -1.779 1.834 -0.134  0.22

=====

Version C
The following is a DFT calculation (wB97M-V/def2-TZVPD) of an isolated molecule of C5H12N2.

Charge: 0
Molar mass: 100.16 u
Orbital gap: 9.815 eV

Last column: natural (NBO) charge in e.
CARTESIAN COORDINATES (ANGSTROEM)
N -1.049 -0.102 2.475  -0.65
N -0.296 -1.600 -0.640  -0.85
C 0.308 -0.750 0.338  -0.09
C 1.364 0.614 -1.644  -0.61
C 1.255 0.345 -0.023  -0.41
C -0.910 0.039 1.202  0.34
C -1.876 0.922 0.457  -0.70
H -0.289 -0.657 2.881  0.33
H 2.268 0.072 0.285  0.21
H -2.268 0.397 -0.418  0.23
H -1.372 1.831 0.120  0.22
H 2.110 1.397 -1.805  0.21
H 0.794 -1.391 1.081  0.16
H 0.399 0.950 -2.028  0.21
H 0.314 -1.933 -1.380  0.37
H 1.071 1.335 0.402  0.22
H -2.720 1.197 1.097  0.24
H -0.788 -2.384 -0.219  0.37
H 1.682 -0.284 -2.182  0.20

=====

Computed energies relative to the best structure, in kcal/mol: version A 24.1; version B 45.0; version C 0.0

=====

Version A
The following is a DFT calculation (wB97M-V/def2-TZVPD) of a 2-piece molecular cluster, C5H12N2 overall.

Charge: 0
Molar mass: 100.16 u
Orbital gap: 8.876 eV

Last column: natural (NBO) charge in e.
CARTESIAN COORDINATES (ANGSTROEM)
N 2.175 0.217 0.328  -0.39
N -2.061 0.443 0.526  -0.62
C -1.048 1.441 0.842  -0.41
C -2.769 -1.245 -1.103  -0.53
C 3.073 0.863 -0.348  -0.07
C 2.248 -1.246 0.232  -0.44
C -1.830 -0.537 -0.453  0.02
H -1.529 2.140 1.529  0.20
H 1.418 -1.567 -0.465  0.21
H -2.966 0.885 0.364  0.37
H 3.228 -1.560 -0.189  0.17
H -0.666 1.960 -0.039  0.18
H 3.044 1.945 -0.435  0.17
H -3.822 -1.295 -0.788  0.19
H 2.096 -1.664 1.209  0.21
H 3.845 0.357 -0.805  0.14
H -0.233 0.942 1.391  0.22
H -2.485 -1.755 -2.002  0.20
H -0.776 -0.671 -0.769  0.18

=====

Version B
The following is a DFT calculation (wB97M-V/def2-TZVPD) of an isolated molecule of C5H12N2.

Charge: 0
Molar mass: 100.16 u
Orbital gap: 9.310 eV

Last column: natural (NBO) charge in e.
CARTESIAN COORDINATES (ANGSTROEM)
N -1.397 0.833 -0.188  -0.64
N -2.827 -0.952 -0.630  -0.74
C 0.053 1.368 -0.427  -0.22
C 1.375 -0.521 1.587  -0.62
C 1.006 -0.903 0.105  -0.41
C -1.685 -0.362 -0.789  0.27
C 0.968 0.249 -0.892  -0.44
H 0.055 -1.467 0.079  0.22
H 1.630 -1.469 2.168  0.22
H -1.097 -0.708 -1.624  0.17
H 2.200 0.244 1.622  0.21
H 0.349 1.889 0.544  0.19
H 0.481 -0.130 -1.862  0.21
H 1.663 -1.593 -0.246  0.21
H 0.539 -0.014 2.089  0.21
H -2.064 1.267 0.497  0.41
H 1.806 0.736 -1.431  0.24
H 0.090 2.357 -0.985  0.20
H -3.144 -0.823 0.382  0.32

=====

Computed energies relative to the best structure, in kcal/mol: version A 2.8; version B 0.0

=====

Version A
The following is a DFT calculation (wB97M-V/def2-TZVPD) of an isolated molecule of C5H12N2.

Charge: 0
Molar mass: 100.16 u
Orbital gap: 10.039 eV

Last column: natural (NBO) charge in e.
CARTESIAN COORDINATES (ANGSTROEM)
N 1.081 -0.311 -1.897  -0.48
N 2.100 1.879 -1.467  -0.88
C 0.379 -0.304 -0.522  -0.26
C -1.299 -0.240 2.223  -0.62
C -1.143 -0.486 -0.362  -0.42
C 1.871 0.686 -2.180  0.27
C -1.465 -1.193 0.975  -0.39
H -2.531 -1.628 1.112  0.21
H 3.138 1.881 -1.336  0.41
H 2.689 0.485 -2.838  0.16
H 1.085 -0.891 0.094  0.21
H 1.256 2.029 -0.880  0.41
H 0.463 0.727 0.066  0.14
H -0.670 -1.939 1.091  0.20
H -1.453 -1.269 -1.147  0.22
H -1.917 0.658 2.178  0.20
H -1.509 -0.705 3.220  0.21
H -0.251 0.183 2.133  0.19
H -1.823 0.437 -0.463  0.21

=====

Version B
The following is a DFT calculation (wB97M-V/def2-TZVPD) of an isolated molecule of C5H12N2.

Charge: 0
Molar mass: 100.16 u
Orbital gap: 9.462 eV

Last column: natural (NBO) charge in e.
CARTESIAN COORDINATES (ANGSTROEM)
N 0.845 -0.737 -2.493  -0.84
N -1.013 0.137 3.324  -0.84
C 0.587 -0.711 -0.016  -0.44
C 0.015 -0.222 -1.362  -0.03
C 0.133 0.098 1.169  -0.26
C -0.129 1.305 -1.538  -0.64
C -0.623 -0.476 2.130  -0.01
H 0.678 1.851 -1.065  0.20
H -1.985 0.263 3.503  0.37
H -0.675 -1.555 2.002  0.17
H -0.955 -0.704 -1.501  0.18
H 0.950 -1.733 -2.380  0.36
H 0.314 -1.765 0.078  0.20
H -1.131 1.639 -1.287  0.22
H -0.479 0.964 3.500  0.37
H -0.097 1.380 -2.630  0.23
H 1.709 -0.219 -2.502  0.35
H 1.686 -0.688 0.002  0.20
H 0.168 1.174 1.067  0.19

=====

Version C
The following is a DFT calculation (wB97M-V/def2-TZVPD) of an isolated molecule of C5H12N2.

Charge: 0
Molar mass: 100.16 u
Orbital gap: 7.810 eV

Last column: natural (NBO) charge in e.
CARTESIAN COORDINATES (ANGSTROEM)
N 2.907 -0.630 -0.112  -0.82
N -2.641 -1.208 0.202  -0.82
C -1.097 -1.081 0.433  -0.24
C -0.579 0.292 0.487  -0.44
C 0.721 0.614 -0.428  -0.07
C 0.312 1.455 -1.541  -0.67
C 1.930 0.349 0.185  0.02
H -2.968 -1.417 1.141  0.34
H 1.886 0.359 1.308  0.13
H -0.506 2.073 -0.982  0.21
H -0.733 -1.626 -0.432  0.20
H -1.292 1.099 0.457  0.20
H 1.166 2.243 -1.704  0.24
H -0.212 0.450 1.563  0.21
H 2.398 -1.405 -0.568  0.38
H -0.447 1.242 -2.359  0.24
H -0.978 -1.535 1.398  0.19
H 3.172 -1.028 0.871  0.37
H -3.038 -0.244 0.081  0.34

=====

Computed energies relative to the best structure, in kcal/mol: version A 29.4; version B 0.0; version C 83.5

=====

Version A
The following is a DFT calculation (wB97M-V/def2-TZVPD) of C5H12N2 as an isolated structure.

Charge: 0
Molar mass: 100.16 u
Orbital gap: 7.978 eV

Last column: natural (NBO) charge in e.
CARTESIAN COORDINATES (ANGSTROEM)
N -0.027 2.403 0.059  -0.33
N 1.096 -0.520 1.844  -0.67
C -0.220 -0.803 -1.158  -0.49
C 1.209 -1.002 -1.594  -0.63
C -0.384 2.025 -1.020  -0.01
C 0.070 0.099 1.488  0.16
C -1.286 -0.150 2.066  -0.69
H -0.519 -1.486 -0.372  0.22
H -1.277 -1.043 2.693  0.22
H 1.379 -2.025 -1.944  0.22
H 1.968 -0.211 1.412  0.34
H 1.896 -0.817 -0.765  0.21
H -0.378 0.591 -1.143  0.16
H -2.020 -0.261 1.265  0.22
H -1.594 0.717 2.652  0.23
H -0.562 2.470 -1.986  0.25
H -0.937 -0.914 -1.970  0.20
H 1.475 -0.322 -2.404  0.20
H 0.112 1.249 0.875  0.20

=====

Version B
The following is a DFT calculation (wB97M-V/def2-TZVPD) of an isolated molecule of C5H12N2.

Charge: 0
Molar mass: 100.16 u
Orbital gap: 9.743 eV

Last column: natural (NBO) charge in e.
CARTESIAN COORDINATES (ANGSTROEM)
N -1.050 -0.650 0.001  -0.50
N -0.916 -2.717 1.236  -0.85
C -1.299 -1.365 1.044  0.27
C 0.172 -0.986 -0.771  -0.25
C -0.177 2.394 0.161  -0.60
C 0.806 1.621 -0.785  -0.40
C 1.177 0.203 -0.451  -0.38
H -0.948 2.659 -0.418  0.21
H 1.743 2.186 -0.708  0.20
H 0.500 1.772 -1.845  0.20
H 0.617 -1.917 -0.419  0.16
H -1.558 -3.176 1.805  0.39
H 2.078 -0.131 -1.035  0.20
H 0.328 3.287 0.252  0.19
H -0.273 1.891 1.138  0.21
H -2.113 -0.944 1.752  0.17
H 0.047 -1.091 -1.863  0.20
H -0.661 -3.089 0.302  0.39
H 1.527 0.053 0.605  0.20

=====

Version C
The following is a DFT calculation (wB97M-V/def2-TZVPD) of an isolated molecule of C5H12N2.

Charge: 0
Molar mass: 100.16 u
Orbital gap: 10.188 eV

Last column: natural (NBO) charge in e.
CARTESIAN COORDINATES (ANGSTROEM)
N 1.142 2.837 0.357  -0.67
N 0.100 1.812 0.697  -0.45
C -0.188 -1.541 -0.494  -0.44
C -1.234 -0.714 1.556  -0.36
C -0.659 -1.072 -1.901  -0.58
C -0.230 -0.654 0.664  -0.02
C 0.739 0.512 0.808  -0.27
H 1.516 0.311 0.105  0.17
H 1.117 0.654 1.905  0.20
H -1.436 -0.102 2.405  0.20
H -0.641 -1.825 -2.558  0.21
H -0.186 -0.158 -2.178  0.20
H -0.694 -2.520 -0.098  0.22
H -2.043 -1.374 1.573  0.19
H -0.482 1.913 -0.124  0.34
H 1.714 2.936 1.199  0.34
H -1.769 -0.709 -1.737  0.19
H 1.732 2.537 -0.365  0.32
H 0.847 -1.981 -0.829  0.20

=====

Version D
The following is a DFT calculation (wB97M-V/def2-TZVPD) of an isolated molecule of C5H12N2.

Charge: 0
Molar mass: 100.16 u
Orbital gap: 10.180 eV

Last column: natural (NBO) charge in e.
CARTESIAN COORDINATES (ANGSTROEM)
N -0.276 0.530 1.823  -0.84
N 1.707 -0.563 -0.516  -0.41
C -0.560 0.552 -0.642  -0.40
C 2.143 -1.239 -1.489  -0.06
C -1.000 -0.021 0.692  -0.06
C 0.957 0.673 -0.754  -0.25
C -2.530 0.025 0.746  -0.61
H 2.932 -1.978 -1.404  0.18
H -0.765 -0.109 -1.504  0.21
H -0.501 0.065 2.693  0.36
H 1.382 1.349 -0.027  0.21
H 1.848 -0.873 -2.483  0.13
H -2.959 0.597 -0.079  0.21
H -0.749 -1.086 0.623  0.16
H -2.864 -0.984 0.487  0.21
H 1.138 1.179 -1.724  0.18
H -0.944 1.535 -0.881  0.21
H 0.694 0.264 1.668  0.36
H -2.910 0.352 1.702  0.22

=====

Computed energies relative to the best structure, in kcal/mol: version A 80.4; version B 6.6; version C 41.1; version D 0.0

=====

Version A
The following is a DFT calculation (wB97M-V/def2-TZVPD) of an isolated molecule of C10H8N2.

Charge: 0
Molar mass: 156.19 u
Orbital gap: 9.837 eV

Last column: natural (NBO) charge in e.
CARTESIAN COORDINATES (ANGSTROEM)
N 1.716 -0.282 -2.451  -0.43
N -2.545 1.601 1.089  -0.41
C -0.163 0.289 1.818  -0.15
C 2.101 -1.523 -2.339  0.04
C -1.717 0.948 0.184  0.05
C 1.775 -2.335 -1.305  -0.25
C -2.053 1.766 2.260  0.03
C -0.833 1.279 2.687  -0.26
C 0.270 -0.478 -0.600  -0.12
C 0.839 0.296 -1.631  0.07
C -0.515 0.197 0.462  -0.11
C 0.972 -1.633 -0.347  -0.15
H -2.113 0.714 -0.889  0.19
H 0.255 1.201 -1.977  0.21
H -2.519 2.392 3.038  0.19
H 2.284 -3.414 -1.108  0.24
H 0.797 -2.228 0.608  0.22
H 0.832 -0.215 2.112  0.22
H 2.898 -1.897 -3.169  0.19
H -0.692 1.382 3.789  0.23

=====

Version B
The following is a DFT calculation (wB97M-V/def2-TZVPD) of an isolated molecule of C10H8N2.

Charge: 0
Molar mass: 156.19 u
Orbital gap: 8.786 eV

Last column: natural (NBO) charge in e.
CARTESIAN COORDINATES (ANGSTROEM)
N -1.323 -1.371 -0.407  -0.37
N 1.341 -1.341 0.319  -0.40
C -0.737 -0.170 -0.036  0.15
C 3.463 -0.247 -0.008  -0.25
C -2.711 -1.425 -0.337  0.06
C -3.523 -0.250 -0.075  -0.23
C 0.697 -0.267 -0.046  0.20
C -1.495 1.000 0.333  -0.27
C 2.661 -1.341 0.350  0.04
C 1.442 1.009 -0.399  -0.21
C -2.829 0.992 0.303  -0.16
C 2.846 0.960 -0.356  -0.19
H -3.098 -2.276 -0.486  0.17
H 4.627 -0.239 -0.015  0.22
H -3.529 1.988 0.662  0.23
H 3.079 -2.250 0.774  0.19
H -0.952 2.015 0.482  0.22
H 3.576 1.688 -0.598  0.22
H 0.942 1.820 -0.463  0.19
H -4.479 -0.295 0.001  0.19

=====

Computed energies relative to the best structure, in kcal/mol: version A 0.0; version B 12.1